The following is a DFT calculation (wB97M-V/def2-TZVPD) of a structure of composition C25H51Br22F3InOS.

Last column: Mulliken charge in e.
Element x y z (Å)
O  -1.2079  0.4365  -0.6981  -0.515
C  0.1200  0.8513  -1.1950  -0.071
C  0.7496  -0.4127  -1.8476  -0.683
In  2.7230  -0.1158  -2.9181  0.774
S  3.4570  -2.2796  -3.9953  -0.509
C  -0.1183  1.9938  -2.2214  0.905
F  0.9898  2.6023  -2.6407  -0.160
F  -0.8763  1.5687  -3.2517  -0.305
F  -0.8472  2.9810  -1.6205  -0.239
H  -1.6000  -0.1014  -1.4007  0.339
H  0.6468  1.1935  -0.2776  -0.005
H  0.0434  -0.9295  -2.5236  0.069
H  0.9158  -1.1160  -1.0095  0.363
H  2.5361  1.0942  -4.2151  -0.385
H  4.0550  0.3377  -1.7972  -0.367
H  2.7470  -2.3123  -5.1524  -0.054
Br  -1.5597  -3.8511  -3.0096  -0.110
C  -1.5021  -3.9494  -4.9526  -0.623
C  -0.1483  -3.5607  -5.4858  -0.522
Br  0.1227  -1.6342  -5.4649  -0.153
H  -2.3056  -3.3221  -5.3275  0.357
H  -1.7187  -4.9905  -5.1873  0.329
H  -0.0570  -3.8428  -6.5336  0.387
H  0.6729  -3.9985  -4.9210  0.288
Br  2.5995  2.5525  0.0297  -0.052
C  2.6511  4.4471  0.4656  -0.443
C  3.2955  5.2434  -0.6366  -0.521
Br  5.2349  5.0463  -0.6170  -0.189
H  3.1648  4.5400  1.4185  0.221
H  1.6092  4.7410  0.5884  0.294
H  3.1166  6.3078  -0.4952  0.391
H  2.9589  4.9510  -1.6271  0.294
Br  0.2070  -7.7919  -1.9737  -0.177
C  1.7843  -7.2013  -0.9917  -0.573
C  1.5304  -5.9047  -0.2714  -0.457
Br  1.5629  -4.3961  -1.4993  0.122
H  2.5971  -7.1362  -1.7090  0.327
H  1.9925  -8.0007  -0.2824  0.375
H  2.3249  -5.7055  0.4469  0.223
H  0.5708  -5.8804  0.2387  0.190
Br  -2.6017  2.1349  0.2335  -0.026
C  -4.1898  2.2813  1.3726  -0.749
C  -4.0984  1.3640  2.5590  0.078
Br  -4.4597  -0.4840  2.0529  -0.166
H  -5.0517  2.0784  0.7425  0.384
H  -4.2198  3.3210  1.7010  0.350
H  -4.8603  1.6086  3.2953  -0.345
H  -3.1218  1.3766  3.0353  0.471
Br  -3.5398  6.9921  -4.0750  -0.171
C  -1.7675  6.3225  -4.5334  -0.614
C  -1.2201  5.4236  -3.4579  -0.452
Br  -0.5828  6.4475  -1.9290  -0.150
H  -1.1428  7.1903  -4.7225  0.385
H  -1.9044  5.7682  -5.4599  0.401
H  -0.3482  4.8815  -3.8199  0.234
H  -1.9495  4.7148  -3.0789  0.338
Br  7.4028  -2.4641  -2.8409  -0.100
C  8.0787  -3.2950  -4.4633  -0.588
C  6.9781  -3.5133  -5.4682  -0.541
Br  5.8772  -5.0435  -4.9873  -0.132
H  8.5714  -4.2173  -4.1683  0.353
H  8.8212  -2.5980  -4.8490  0.335
H  7.3955  -3.7592  -6.4435  0.339
H  6.3110  -2.6595  -5.5648  0.298
Br  -5.1730  2.0352  5.9485  -0.138
C  -6.4248  3.5174  6.1047  -0.545
C  -7.6391  3.2984  5.2440  -0.543
Br  -7.2508  3.6428  3.3660  -0.123
H  -5.8787  4.4214  5.8522  0.396
H  -6.7013  3.5473  7.1571  0.361
H  -8.4268  4.0027  5.5053  0.397
H  -8.0279  2.2877  5.3055  0.198
Br  6.9499  6.2312  5.5162  -0.156
C  7.7122  5.3490  3.9548  -0.560
C  6.6952  5.1936  2.8557  -0.623
Br  5.4547  3.7438  3.2315  -0.097
H  8.1186  4.4015  4.2953  0.364
H  8.5266  5.9958  3.6333  0.362
H  7.1803  4.9158  1.9221  0.318
H  6.0984  6.0865  2.6970  0.390
Br  -2.0881  -4.2547  0.6607  -0.023
C  -3.5965  -4.1250  1.8796  -0.339
C  -3.4607  -5.0841  3.0315  -0.590
Br  -3.8823  -6.9107  2.4973  -0.165
H  -4.4939  -4.2905  1.2903  0.430
H  -3.5846  -3.0979  2.2366  -0.078
H  -4.1781  -4.8452  3.8146  0.366
H  -2.4604  -5.1021  3.4531  0.353
Br  5.2361  -4.2398  0.4113  -0.065
C  6.7752  -4.5683  1.5547  -0.640
C  8.0478  -4.2978  0.8012  -0.477
Br  8.4666  -5.7461  -0.4291  -0.130
H  6.6996  -5.5878  1.9214  0.363
H  6.6671  -3.8783  2.3901  0.337
H  8.9001  -4.2470  1.4769  0.345
H  8.0004  -3.3852  0.2131  0.245
Br  -13.5177  1.9589  4.9140  -0.130
C  -11.7216  1.4693  4.3429  -0.509
C  -11.0667  0.5358  5.3259  -0.625
Br  -10.4491  1.4867  6.9104  -0.142
H  -11.1712  2.3950  4.2028  0.300
H  -11.8524  0.9794  3.3801  0.359
H  -10.1713  0.0928  4.8931  0.337
H  -11.7274  -0.2539  5.6702  0.412

The HOMO energy is -0.176 hartree. The calculation puts the largest force on an atom at 0.05278 Eh/bohr. The calculation puts the orbital gap at 6.11 eV. Its charge is -1.